Entry 1:
A molecular structure, C61H43BNO7P2SSn. Source: OMol25; level of theory: the ωB97M-V functional and the def2-TZVPD basis.

Values from the calculation:
LUMO ... -3.5 eV
DFT total energy ... -4251.79536 Ha
Orbital gap ... 6.58 eV
Net charge ... +1

Last column: Mulliken charge in e.
CARTESIAN COORDINATES (ANGSTROEM)
Sn: 0.56928 -1.58891 0.36170  1.104
O: 2.16437 -4.21793 3.84392  -0.680
C: 1.33746 -3.57580 3.24311  0.079
O: 1.46342 -2.73420 2.28005  -0.576
C: -0.15715 -3.57824 3.68169  0.611
C: -0.54674 -3.27013 4.96795  -0.801
C: -1.81862 -2.76770 5.19527  -0.380
C: -2.61127 -2.40818 4.10612  -1.192
C: -2.20631 -2.77367 2.84939  0.478
N: -1.06984 -3.49430 2.69086  0.597
C: -2.70726 -2.11467 1.55271  -0.177
O: -3.86981 -1.83437 1.39885  -0.672
O: -1.69626 -1.88417 0.77551  0.977
H: 0.16265 -3.41676 5.76721  0.614
H: -2.15067 -2.57033 6.20517  0.477
H: -3.53248 -1.85514 4.22472  0.546
O: 2.13023 0.06952 -1.40240  -0.723
S: 1.50995 1.34348 -0.87096  1.685
C: 2.86924 2.12603 -0.05203  -0.430
C: 4.06844 2.28868 -0.70313  -0.101
C: 5.11818 3.03651 -0.14144  -1.324
C: 4.88856 3.68360 1.04518  0.394
C: 5.74907 4.59984 1.87729  -0.843
C: 4.82391 5.08627 3.02505  -0.910
C: 3.56549 4.27161 2.87603  0.061
C: 2.42225 4.18242 3.62026  -1.481
C: 1.44782 3.23668 3.24915  0.110
C: 1.53010 2.43483 2.12553  -0.008
P: 0.33793 1.00456 2.04232  1.352
C: -1.25378 1.86903 1.80434  0.739
C: -2.43961 1.30786 2.27508  -0.003
C: -3.64312 1.97616 2.12010  -1.209
C: -3.67929 3.19629 1.46090  -0.896
C: -2.51136 3.73375 0.93886  -0.627
C: -1.30378 3.07369 1.10406  -0.648
C: 0.45633 0.62482 3.84422  1.214
C: 1.63540 -0.02752 4.21366  -1.013
C: 1.93132 -0.25807 5.54704  -0.781
C: 1.04874 0.16234 6.53314  -0.621
C: -0.12619 0.80618 6.17587  -0.725
C: -0.42515 1.03808 4.83899  -0.262
C: 2.63864 2.64380 1.24650  -1.319
C: 3.65692 3.50071 1.70447  1.265
C: 1.22093 2.41720 -2.27871  -0.493
C: 1.70286 3.70620 -2.27647  -0.406
C: 1.52844 4.58420 -3.36155  -1.566
C: 0.87447 4.12653 -4.46864  0.203
C: 0.57638 4.77879 -5.79291  -0.792
C: -0.21509 3.71364 -6.59334  -0.807
C: -0.33685 2.53915 -5.65849  0.122
C: -0.96143 1.33215 -5.79261  -1.273
C: -0.96447 0.45818 -4.69444  0.060
C: -0.33212 0.71934 -3.49306  0.130
P: -0.65575 -0.50513 -2.14936  1.577
C: -2.47801 -0.58375 -2.21439  0.984
C: -3.24499 -1.50436 -2.91885  0.043
C: -4.62844 -1.47410 -2.81074  -0.851
C: -5.24679 -0.52795 -2.00802  -0.775
C: -4.48684 0.39438 -1.30283  -0.384
C: -3.10707 0.35856 -1.39903  -0.725
C: -0.08168 -2.05530 -2.91172  0.179
C: 0.93752 -2.09908 -3.85963  -0.983
C: 1.39605 -3.32022 -4.32951  -0.891
C: 0.84347 -4.50359 -3.86006  -0.957
C: -0.15226 -4.47131 -2.89534  -0.953
C: -0.59852 -3.25288 -2.40624  -0.308
C: 0.41039 1.93640 -3.35862  -1.129
C: 0.32885 2.82597 -4.45310  1.525
H: 4.18818 1.83528 -1.67976  0.639
H: 6.06016 3.11901 -0.66740  0.434
H: 6.15217 5.42595 1.29180  0.365
H: 6.60150 4.04328 2.27187  0.320
H: 4.59893 6.14917 2.91894  0.291
H: 5.28135 4.95022 4.00480  0.357
H: 2.26534 4.78177 4.50783  0.494
H: 0.59503 3.11252 3.90479  0.461
H: -2.42183 0.34108 2.75928  0.766
H: -4.55284 1.53947 2.51112  0.432
H: -4.61614 3.72661 1.35316  0.430
H: -2.53802 4.67793 0.41065  0.484
H: -0.39515 3.50088 0.69673  0.279
H: 2.33785 -0.33530 3.44791  0.342
H: 2.84914 -0.76538 5.81556  0.468
H: 1.27462 -0.01412 7.57726  0.422
H: -0.81171 1.15179 6.94010  0.457
H: -1.32772 1.57674 4.58462  0.447
H: 2.26711 4.06339 -1.42588  0.534
H: 1.93561 5.58553 -3.30914  0.474
H: 1.49846 5.06254 -6.30165  0.296
H: -0.00583 5.69046 -5.65225  0.310
H: 0.30716 3.42847 -7.50767  0.303
H: -1.19965 4.07897 -6.88741  0.301
H: -1.47962 1.05451 -6.70160  0.499
H: -1.51376 -0.47023 -4.79138  0.464
H: -2.76873 -2.24758 -3.54593  0.471
H: -5.22203 -2.20005 -3.35159  0.435
H: -6.32574 -0.51620 -1.92500  0.417
H: -4.96863 1.12119 -0.66200  0.409
H: -2.49803 1.05677 -0.83076  -0.051
H: 1.36679 -1.17853 -4.23182  0.466
H: 2.19227 -3.35019 -5.06194  0.448
H: 1.18950 -5.45334 -4.24702  0.442
H: -0.58500 -5.39154 -2.52724  0.954
H: -1.39187 -3.22018 -1.66352  0.567
O: -2.02055 -4.76431 0.78325  -0.742
B: -0.91699 -4.28967 1.44201  1.033
O: 0.24806 -4.84320 0.98986  -0.581
C: -0.14365 -5.74604 0.01702  0.634
C: 0.62322 -6.62650 -0.70970  -0.702
C: -0.05622 -7.43770 -1.61296  -0.611
C: -1.43736 -7.35931 -1.76782  -0.698
C: -2.20503 -6.47039 -1.02098  -0.782
C: -1.52551 -5.67951 -0.12259  0.421
H: 1.69355 -6.68422 -0.56775  0.576
H: 0.50677 -8.14459 -2.20712  0.443
H: -1.93263 -8.00839 -2.47690  0.413
H: -3.27858 -6.39672 -1.12642  0.536

---

Entry 2:
A molecular structure, C27H20Co2FO6. Source: OMol25; level of theory: the ωB97M-V functional and the def2-TZVPD basis.

Values from the calculation:
LUMO ... 1.4 eV
DFT total energy ... -4357.61681 Ha
Orbital gap ... 3.85 eV
Net charge ... -1

Last column: natural (NBO) charge in e.
CARTESIAN COORDINATES (ANGSTROEM)
O: 1.86676 4.58516 4.74748  -0.506
C: 1.37856 3.61134 4.38080  0.504
Co: 0.58988 2.14028 3.76637  -0.062
C: -1.00417 2.60309 4.35646  0.600
O: -2.08996 2.86753 4.65965  -0.513
C: 0.19430 2.37645 2.06234  0.468
O: -0.13677 2.49408 0.96484  -0.486
C: 0.19168 0.31259 4.34360  -0.556
C: -0.31772 -0.51315 3.35095  0.078
C: -1.55486 -1.03727 2.99566  -0.089
C: -2.05290 -0.86359 1.71388  -0.076
C: -3.52353 -0.69478 1.54585  -0.462
C: -4.31026 -0.49663 2.85224  -0.392
C: -3.92666 -1.51882 3.90671  -0.394
C: -2.43106 -1.40144 4.19073  -0.439
Co: 1.42532 -0.21730 3.17273  -0.068
C: 2.61832 1.17425 3.29418  0.469
O: 3.70465 1.60535 3.29218  -0.521
C: 1.40711 -0.43181 1.41220  0.573
O: 1.47171 -0.57570 0.26628  -0.435
C: 2.39783 -1.63476 3.66583  0.601
O: 2.99023 -2.56635 3.99793  -0.488
H: 0.08559 0.13738 5.41222  0.213
H: -1.37669 -0.57669 0.89880  0.250
H: -3.68566 0.20715 0.94976  0.238
H: -3.98413 -1.53826 1.00660  0.237
H: -4.13253 0.50619 3.26560  0.199
H: -5.37692 -0.57560 2.63594  0.210
H: -4.50148 -1.35666 4.82614  0.208
H: -4.15734 -2.53267 3.56782  0.198
H: -2.08165 -2.33364 4.64406  0.216
H: -2.28971 -0.63263 4.96670  0.208
F: 1.14558 -4.21694 -4.76356  -0.362
C: 0.61328 -4.07866 -3.50264  0.423
C: 0.90605 -5.05105 -2.56448  -0.410
C: 0.36443 -4.85625 -1.29134  -0.194
C: -0.38321 -3.73118 -0.96893  -0.272
C: -0.65103 -2.69629 -1.91922  0.011
C: -1.43622 -1.58015 -1.50138  -0.416
C: -1.86072 -0.48366 -2.31252  -0.030
C: -2.81497 0.42521 -1.76078  -0.203
C: -3.32296 1.50416 -2.47082  -0.230
C: -2.94743 1.72346 -3.81024  -0.326
C: -2.05065 0.82624 -4.39404  -0.196
C: -1.49137 -0.21632 -3.66772  -0.278
C: -0.16703 -2.95175 -3.25250  -0.377
H: 1.52710 -5.90621 -2.82404  0.207
H: 0.54906 -5.60166 -0.52946  0.192
H: -0.79082 -3.61046 0.03618  0.187
H: -1.90210 -1.68052 -0.51372  0.159
H: -3.15129 0.25169 -0.73815  0.162
H: -4.00894 2.19890 -1.97733  0.188
H: -3.33687 2.57944 -4.36902  0.191
H: -1.76364 0.97503 -5.43206  0.191
H: -0.75035 -0.80869 -4.17520  0.192
H: -0.38484 -2.31882 -4.10454  0.211

---

Entry 3:
2 unconnected molecules or ions with the total composition C12H18NO5. Source: OMol25; level of theory: the ωB97M-V functional and the def2-TZVPD basis.

Values from the calculation:
LUMO ... 3.1 eV
DFT total energy ... -898.94767 Ha
Orbital gap ... 5.32 eV
Net charge ... -1

Last column: natural (NBO) charge in e.
CARTESIAN COORDINATES (ANGSTROEM)
O: -1.49256 -2.40141 4.10133  -0.595
C: -1.10881 -1.63039 3.24298  0.994
O: -1.92447 -0.87153 2.47410  -0.694
O: 0.19195 -1.43657 2.92311  -0.537
C: 0.83462 -2.65611 2.50344  -0.060
C: 1.78620 -2.35155 1.36362  -0.439
C: 1.04385 -1.56161 0.23182  -0.229
N: 1.46163 -0.14655 0.25959  -0.653
C: 1.78099 0.40976 -1.05589  -0.216
C: 0.75659 1.43850 -1.51045  -0.106
C: 0.23906 1.33426 -2.77770  -0.111
C: -0.68881 2.22599 -3.21495  -0.202
C: -1.13092 3.21699 -2.39860  -0.189
C: -0.62628 3.35105 -1.13951  -0.280
C: 0.32044 2.46186 -0.72726  0.333
O: 0.83094 2.64224 0.56307  -0.726
H: -2.04166 -0.00986 2.89041  0.503
H: 0.09405 -3.39917 2.20668  0.183
H: 1.41645 -3.05187 3.34055  0.174
H: 2.55409 -1.69194 1.76459  0.216
H: 2.20594 -3.26288 0.93450  0.201
H: 1.17786 -2.02980 -0.74103  0.185
H: -0.01856 -1.60249 0.48696  0.211
H: 0.70518 0.36070 0.69603  0.389
H: 1.89058 -0.35912 -1.81655  0.194
H: 2.74610 0.94157 -1.00001  0.160
H: 0.58233 0.54829 -3.43610  0.194
H: -1.08626 2.14667 -4.21692  0.195
H: -1.89278 3.91582 -2.71851  0.191
H: -0.93583 4.12624 -0.45582  0.202
H: 1.78545 2.72693 0.47932  0.467
C: -2.28009 -0.65098 -0.67254  -0.172
O: -1.88445 0.22523 -1.60678  -0.980
H: -2.37391 -1.73289 -0.99892  0.056
H: -1.62752 -0.75026 0.22524  0.075
H: -3.29141 -0.47511 -0.19981  0.065

---

Repeat the second record exactly.
A molecular structure, C27H20Co2FO6. Source: OMol25; level of theory: the ωB97M-V functional and the def2-TZVPD basis.

Values from the calculation:
LUMO ... 1.4 eV
DFT total energy ... -4357.61681 Ha
Orbital gap ... 3.85 eV
Net charge ... -1

Last column: natural (NBO) charge in e.
CARTESIAN COORDINATES (ANGSTROEM)
O: 1.86676 4.58516 4.74748  -0.506
C: 1.37856 3.61134 4.38080  0.504
Co: 0.58988 2.14028 3.76637  -0.062
C: -1.00417 2.60309 4.35646  0.600
O: -2.08996 2.86753 4.65965  -0.513
C: 0.19430 2.37645 2.06234  0.468
O: -0.13677 2.49408 0.96484  -0.486
C: 0.19168 0.31259 4.34360  -0.556
C: -0.31772 -0.51315 3.35095  0.078
C: -1.55486 -1.03727 2.99566  -0.089
C: -2.05290 -0.86359 1.71388  -0.076
C: -3.52353 -0.69478 1.54585  -0.462
C: -4.31026 -0.49663 2.85224  -0.392
C: -3.92666 -1.51882 3.90671  -0.394
C: -2.43106 -1.40144 4.19073  -0.439
Co: 1.42532 -0.21730 3.17273  -0.068
C: 2.61832 1.17425 3.29418  0.469
O: 3.70465 1.60535 3.29218  -0.521
C: 1.40711 -0.43181 1.41220  0.573
O: 1.47171 -0.57570 0.26628  -0.435
C: 2.39783 -1.63476 3.66583  0.601
O: 2.99023 -2.56635 3.99793  -0.488
H: 0.08559 0.13738 5.41222  0.213
H: -1.37669 -0.57669 0.89880  0.250
H: -3.68566 0.20715 0.94976  0.238
H: -3.98413 -1.53826 1.00660  0.237
H: -4.13253 0.50619 3.26560  0.199
H: -5.37692 -0.57560 2.63594  0.210
H: -4.50148 -1.35666 4.82614  0.208
H: -4.15734 -2.53267 3.56782  0.198
H: -2.08165 -2.33364 4.64406  0.216
H: -2.28971 -0.63263 4.96670  0.208
F: 1.14558 -4.21694 -4.76356  -0.362
C: 0.61328 -4.07866 -3.50264  0.423
C: 0.90605 -5.05105 -2.56448  -0.410
C: 0.36443 -4.85625 -1.29134  -0.194
C: -0.38321 -3.73118 -0.96893  -0.272
C: -0.65103 -2.69629 -1.91922  0.011
C: -1.43622 -1.58015 -1.50138  -0.416
C: -1.86072 -0.48366 -2.31252  -0.030
C: -2.81497 0.42521 -1.76078  -0.203
C: -3.32296 1.50416 -2.47082  -0.230
C: -2.94743 1.72346 -3.81024  -0.326
C: -2.05065 0.82624 -4.39404  -0.196
C: -1.49137 -0.21632 -3.66772  -0.278
C: -0.16703 -2.95175 -3.25250  -0.377
H: 1.52710 -5.90621 -2.82404  0.207
H: 0.54906 -5.60166 -0.52946  0.192
H: -0.79082 -3.61046 0.03618  0.187
H: -1.90210 -1.68052 -0.51372  0.159
H: -3.15129 0.25169 -0.73815  0.162
H: -4.00894 2.19890 -1.97733  0.188
H: -3.33687 2.57944 -4.36902  0.191
H: -1.76364 0.97503 -5.43206  0.191
H: -0.75035 -0.80869 -4.17520  0.192
H: -0.38484 -2.31882 -4.10454  0.211

---

> Look up the LUMO of the second one.

1.4 eV

---

> LUMO of number 1 (C61H43BNO7P2SSn)?

-3.5 eV

---

> Among the records above, which one has the highest DFT total energy?

C12H18NO5